1.
This record from the Open Molecules 2025 dataset describes a molecular structure, C38H41AsClLiN3OS2Si2 at a distorted geometry. The level of theory is ωB97M-V/def2-TZVPD.

Structure (XYZ):
```
90
C38H41AsClLiN3OS2Si2 ωB97M-V/def2-TZVPD
Li 0.3129 -0.6795 -0.2687
S 2.2729 2.2213 4.4315
C 2.6039 2.6633 6.0534
C 2.0654 1.8039 6.9829
C 1.3349 0.7718 6.3687
C 1.3412 0.8421 4.9889
C 0.7402 -0.0526 4.0595
C 0.9806 0.0466 2.6792
N 0.4564 -0.7650 1.7728
C -0.3721 -1.7797 2.1744
C -0.7029 -1.9765 3.5591
C -1.5703 -3.0793 3.9186
C -2.1339 -3.8847 2.9554
C -1.8605 -3.6989 1.5600
C -2.4111 -4.4714 0.5189
C -2.0912 -4.2133 -0.8224
C -1.1745 -3.1726 -1.0906
N -0.6329 -2.4254 -0.1312
C -0.9390 -2.6536 1.1767
C -2.7246 -4.9698 -1.8523
C -2.6165 -4.7621 -3.2174
C -3.3267 -5.7048 -3.9958
C -4.0123 -6.5893 -3.2049
S -3.7448 -6.3544 -1.5093
C -0.1085 -1.0860 4.4883
H 3.1776 3.5506 6.2630
H 2.1941 1.9020 8.0513
H 0.8015 0.0151 6.9310
H 1.6258 0.8274 2.2680
H -1.7655 -3.2989 4.9578
H -2.7858 -4.6906 3.2831
H -3.1018 -5.2815 0.7613
H -0.8980 -2.9115 -2.1047
H -2.0212 -3.9785 -3.6521
H -3.3210 -5.7162 -5.0746
H -4.5954 -7.4161 -3.5563
H -0.3303 -1.2035 5.5462
O -0.2536 -0.0529 -1.9263
N 0.0281 -0.0997 -3.2017
C -1.0230 -0.1263 -4.0585
C -0.7893 -0.1225 -5.4253
C 0.5312 -0.1839 -5.8411
C 1.5956 -0.2847 -4.9580
C 1.3168 -0.2292 -3.5945
H -1.9986 -0.0733 -3.6049
H -1.6025 -0.1031 -6.1373
H 0.7456 -0.1552 -6.8938
H 2.6205 -0.3887 -5.3056
H 2.0860 -0.2417 -2.8379
Cl 5.0511 -2.5980 -2.0390
C 5.7392 -1.3993 -0.9857
C 7.1003 -1.4273 -0.6902
C 7.6383 -0.4187 0.0882
C 6.8544 0.5947 0.6189
C 5.5080 0.6350 0.3299
C 4.8756 -0.3879 -0.4465
C 3.5068 -0.3531 -0.6346
H 7.7008 -2.2494 -1.0860
H 8.7020 -0.4559 0.3072
H 7.3004 1.3603 1.2486
H 4.8893 1.4608 0.6783
H 2.9866 -1.1672 -1.1122
H 2.9965 0.5168 -0.2801
C 0.9213 3.9398 -2.2649
Si -0.5527 4.1756 -1.1095
C -0.1248 5.4567 0.2008
C -1.9714 4.8845 -2.0660
As -0.7671 2.0664 -0.0390
Si -3.0784 2.0204 0.5841
C -3.5465 3.4885 1.6129
C -4.3231 1.9344 -0.7922
C -3.2766 0.4599 1.6057
H 1.2588 4.9642 -2.5242
H 0.6235 3.4568 -3.1995
H 1.7792 3.4052 -1.8404
H 0.1826 6.3569 -0.3613
H 0.7088 5.1501 0.8326
H -0.9843 5.7155 0.8327
H -1.6150 5.8512 -2.4737
H -2.8772 5.0648 -1.4728
H -2.2388 4.2516 -2.9257
H -3.7021 4.4029 1.0338
H -2.8386 3.6957 2.4071
H -4.4964 3.2067 2.1117
H -4.2418 2.7671 -1.4872
H -5.3281 1.9800 -0.3199
H -4.2278 1.0062 -1.3669
H -2.6371 0.4481 2.4983
H -3.1081 -0.4623 1.0493
H -4.3113 0.4351 1.9928
```

The value obtained for the LUMO energy (spin up / spin down) is 3.74 / 3.73 eV. The gap between HOMO and LUMO (spin up / spin down) comes out at 3.789 / 4.078 eV. As for the HOMO energy (spin up / spin down): -0.0018 / -0.0127 Eh. The maximum force comes out at 0.0577 Eh/bohr. As for the expectation value of S²: 0.80. The total charge is -2. The calculation puts the relative energy (zero: lowest compared OMol25 entry of this formula, charge and spin) at 0.0 kJ/mol. The spin multiplicity is 2.

=====

2.
This record from the Open Molecules 2025 dataset describes a molecular structure, C34H49AuN2SbSi4. The level of theory is ωB97M-V/def2-TZVPD.

Structure (XYZ):
```
91
C34H49AuN2SbSi4 ωB97M-V/def2-TZVPD
Au 0.1239 0.7314 0.6992
C 1.9842 -0.7124 -3.1824
Sb 1.0667 -1.8608 -1.5813
C 2.0697 -0.9439 0.0047
C 2.8689 0.2163 -0.2812
C 4.2598 0.2711 -0.0180
C 4.9786 1.3997 -0.3321
C 4.3268 2.4931 -0.9071
C 2.9659 2.3794 -1.1144
N 2.2557 1.2975 -0.8126
Si 2.3782 -1.9916 1.4970
C 0.7927 -2.9484 1.8906
C 2.8973 -0.9185 2.9681
C 3.7131 -3.3413 1.2728
C -1.2811 -1.3582 -2.4177
C -2.1004 -1.3259 -1.2028
C -2.9518 -2.3713 -0.7869
C -3.7664 -2.2198 0.3135
C -3.7520 -1.0208 1.0182
C -2.8783 -0.0468 0.5769
N -2.0663 -0.1894 -0.4706
Si -1.4924 0.3082 -3.2927
C -3.3552 0.6900 -3.3833
C -0.6653 1.8395 -2.5621
C -0.9464 0.2616 -5.1145
Si -1.4351 -2.8873 -3.5002
C -1.1530 -4.5716 -2.6452
C -0.1603 -2.9789 -4.9035
C -3.1367 -2.9670 -4.3494
H 3.0659 -0.8065 -3.0749
H 1.7074 0.3348 -3.1014
H 1.6759 -1.1024 -4.1504
H 4.7420 -0.6006 0.4061
H 6.0455 1.4397 -0.1448
H 4.8586 3.3956 -1.1751
H 2.4028 3.2109 -1.5326
H -0.0707 -2.2783 1.9056
H 0.8499 -3.4524 2.8588
H 0.6175 -3.7099 1.1244
H 2.0310 -0.4201 3.4071
H 3.5927 -0.1366 2.6551
H 3.3849 -1.5064 3.7504
H 3.6079 -3.8276 0.2994
H 3.6211 -4.1113 2.0434
H 4.7263 -2.9329 1.3305
H -2.9968 -3.2850 -1.3598
H -4.4266 -3.0239 0.6180
H -4.3863 -0.8425 1.8752
H -2.8125 0.9040 1.0954
H -3.7657 0.8338 -2.3820
H -3.9135 -0.1199 -3.8617
H -3.5394 1.6052 -3.9530
H -1.2972 2.2673 -1.7819
H -0.5007 2.6017 -3.3305
H 0.2990 1.6032 -2.1087
H -1.4575 -0.5123 -5.6920
H 0.1311 0.1110 -5.2145
H -1.1873 1.2253 -5.5709
H -0.0999 -4.6794 -2.3828
H -1.4104 -5.3847 -3.3297
H -1.7250 -4.7206 -1.7288
H 0.8374 -3.1718 -4.5030
H -0.1173 -2.0658 -5.4985
H -0.4128 -3.8033 -5.5746
H -3.9501 -2.8263 -3.6328
H -3.2899 -3.9246 -4.8532
H -3.2221 -2.1765 -5.1001
C -4.3280 3.2932 4.0717
C -4.0813 1.9538 4.3408
C -2.8518 1.3954 4.0199
C -1.8378 2.1497 3.4241
C -2.1105 3.4936 3.1632
C -3.3342 4.0635 3.4825
Si -0.1943 1.3230 2.9224
C 1.1988 2.4468 3.5793
C 1.4172 2.6044 4.9492
C 2.5112 3.3083 5.4310
C 3.4164 3.8783 4.5449
C 3.2104 3.7483 3.1788
C 2.1144 3.0374 2.7075
H -5.2889 3.7304 4.3150
H -4.8517 1.3504 4.8080
H -2.6697 0.3467 4.2350
H -1.3455 4.1085 2.6981
H -3.5249 5.1100 3.2735
H -0.1691 0.2319 3.9554
H 0.7173 2.1580 5.6490
H 2.6707 3.4052 6.4992
H 4.2833 4.4114 4.9175
H 3.9147 4.1898 2.4828
H 1.9768 2.9171 1.6372
```

The value obtained for the LUMO energy is 2.71 eV. The gap between HOMO and LUMO comes out at 6.477 eV. As for the HOMO energy: -0.1384 Eh. The maximum force comes out at 0.0174 Eh/bohr. The total charge is -1. The calculation puts the relative energy (zero: lowest compared OMol25 entry of this formula, charge and spin) at 80.8 kJ/mol. The spin multiplicity is 1.

=====

3.
This record from the Open Molecules 2025 dataset describes 7 unconnected molecules or ions with the total composition C8H10Cl20 at a distorted geometry. The level of theory is ωB97M-V/def2-TZVPD.

Structure (XYZ):
```
38
C8H10Cl20 ωB97M-V/def2-TZVPD
Cl -1.6623 1.5705 -2.8963
C -0.2157 1.6386 -1.9263
C -0.5548 1.2416 -0.4999
Cl -1.0705 -0.4772 -0.5222
H 0.0196 2.7024 -1.8927
H 0.6080 1.1377 -2.4350
H -1.3840 1.7923 -0.0556
H 0.2781 1.1984 0.2019
C 4.6187 1.8460 -0.6902
Cl 4.3274 3.5507 -0.4786
Cl 3.0616 0.9418 -0.5357
Cl 6.0004 1.2107 0.2604
H 4.9729 1.6775 -1.7071
C 1.4517 -0.5044 3.1718
Cl 2.7247 0.5411 3.7971
Cl 1.9041 -1.1291 1.6093
Cl -0.0773 0.4068 2.9936
H 1.2427 -1.2954 3.8920
C 0.5574 -1.3675 -4.6584
Cl 1.5427 -2.7429 -5.2379
Cl -0.9688 -1.9499 -4.0210
Cl 0.4563 -0.0887 -5.8591
H 1.0040 -0.8471 -3.8111
C 0.7652 -3.7726 -1.0867
Cl 1.5577 -4.5706 0.2662
Cl 0.4191 -4.8860 -2.4818
Cl 1.8602 -2.4656 -1.6912
H -0.1541 -3.3152 -0.7208
C -2.7154 -1.9253 2.6140
Cl -3.8894 -0.5453 2.5796
Cl -3.3497 -3.4305 1.8896
Cl -2.2100 -2.2167 4.2864
H -1.8283 -1.5725 2.0880
C -3.8975 3.4345 2.6880
Cl -4.8868 4.8222 3.2501
Cl -2.7287 2.9648 3.9659
Cl -3.1707 3.7969 1.1458
H -4.6083 2.6281 2.5076
```

The value obtained for the LUMO energy is 0.18 eV. The gap between HOMO and LUMO comes out at 10.914 eV. As for the HOMO energy: -0.3944 Eh. The maximum force comes out at 0.0327 Eh/bohr. The calculation puts the relative energy (zero: lowest compared OMol25 entry of this formula, charge and spin) at 50.3 kJ/mol. The spin multiplicity is 1.

=====

4.
This record from the Open Molecules 2025 dataset describes a gas-phase ion, C3H5N2O2S (charge +1) at a distorted geometry. The level of theory is ωB97M-V/def2-TZVPD.

Structure (XYZ):
```
13
C3H5N2O2S ωB97M-V/def2-TZVPD
C 0.5560 0.0273 -0.0958
C -0.2957 -1.3879 -0.2121
C -1.4823 0.9097 0.1730
N -0.1056 1.1048 0.1034
N 2.0715 -0.1299 0.0627
O 2.4176 -1.2655 0.2689
O 2.7475 0.8313 -0.1107
S -1.9633 -0.8801 0.2493
H -0.5305 -1.6412 -1.2786
H 0.1477 -2.2227 0.3200
H -1.9351 1.3443 0.9176
H -1.9241 1.3115 -0.7135
H 0.2963 1.9984 0.3158
```

The value obtained for the LUMO energy is -6.75 eV. The gap between HOMO and LUMO comes out at 7.202 eV. As for the HOMO energy: -0.5126 Eh. The maximum force comes out at 0.1067 Eh/bohr. The total charge is +1. The calculation puts the relative energy (zero: lowest compared OMol25 entry of this formula, charge and spin) at 324.8 kJ/mol. The spin multiplicity is 1.

=====

maximum force of number 1 (C38H41AsClLiN3OS2Si2)? 0.0577 Eh/bohr

=====

Which value of spin multiplicity does entry 1 give? 2

=====

Repeat the fourth record exactly.
This record from the Open Molecules 2025 dataset describes a gas-phase ion, C3H5N2O2S (charge +1) at a distorted geometry. The level of theory is ωB97M-V/def2-TZVPD.

Structure (XYZ):
```
13
C3H5N2O2S ωB97M-V/def2-TZVPD
C 0.5560 0.0273 -0.0958
C -0.2957 -1.3879 -0.2121
C -1.4823 0.9097 0.1730
N -0.1056 1.1048 0.1034
N 2.0715 -0.1299 0.0627
O 2.4176 -1.2655 0.2689
O 2.7475 0.8313 -0.1107
S -1.9633 -0.8801 0.2493
H -0.5305 -1.6412 -1.2786
H 0.1477 -2.2227 0.3200
H -1.9351 1.3443 0.9176
H -1.9241 1.3115 -0.7135
H 0.2963 1.9984 0.3158
```

The value obtained for the LUMO energy is -6.75 eV. The gap between HOMO and LUMO comes out at 7.202 eV. As for the HOMO energy: -0.5126 Eh. The maximum force comes out at 0.1067 Eh/bohr. The total charge is +1. The calculation puts the relative energy (zero: lowest compared OMol25 entry of this formula, charge and spin) at 324.8 kJ/mol. The spin multiplicity is 1.